No. 1
C18H29IrN2O6P2 as an isolated structure, computed with ωB97M-V/def2-TZVPD.

Spin multiplicity: 5
LUMO level (alpha / beta): 0.016 / -0.134 hartree
E_HOMO (alpha / beta): -4.74 / -8.35 eV

Last column: Mulliken spin population.
CARTESIAN COORDINATES (ANGSTROEM)
C 1.76901 0.28831 -4.03623  0.12
C 0.93121 0.16561 -2.92436  0.13
N 1.44508 0.26344 -1.66765  0.32
C 2.77143 0.31751 -1.47871  0.31
C 3.64436 0.36281 -2.56292  0.05
C 3.14038 0.36777 -3.86234  0.44
C -0.49658 -0.16596 -3.08075  0.33
P -1.45759 0.21234 -1.58075  -0.01
Ir 0.09164 0.21397 0.05959  -0.03
P 2.03653 -0.14875 1.15898  0.01
C 3.32311 0.33678 -0.06789  -0.02
O -0.39415 -2.66467 -3.29258  0.19
O 1.09798 -2.86525 -1.38876  0.00
H 1.30097 0.26133 -5.02257  0.00
H 4.71186 0.39441 -2.34838  0.00
H 3.81102 0.41855 -4.71229  0.06
C -2.23766 1.84950 -1.55057  0.02
C -2.77033 -1.01033 -1.46866  0.00
H 4.17404 -0.35673 0.01878  0.01
H 3.69104 1.34194 0.19874  0.02
H -0.51059 -1.45348 -3.28310  0.09
H -0.94021 0.30268 -3.96738  -0.01
C 2.19523 0.83848 2.66157  0.00
C 2.37721 -1.87806 1.57949  0.00
H -0.12749 -1.50583 -0.57590  0.00
H 1.08033 -3.78329 -1.08462  0.00
H 0.50395 -2.86036 -2.33383  -0.01
H -0.23164 -2.92567 -4.21751  -0.01
H 0.33177 1.79060 0.04721  0.00
H 0.33759 -1.38419 0.36741  0.00
H -2.84880 2.00273 -2.44682  0.00
H -2.87738 1.91439 -0.66057  0.00
H -1.47119 2.62925 -1.47938  0.00
H -3.61153 -0.67753 -2.08940  0.00
H -2.37036 -1.96391 -1.83684  0.00
H -3.06421 -1.10816 -0.41625  0.00
H 3.38511 -1.97171 2.00570  0.00
H 1.62104 -2.19194 2.31167  0.00
H 2.26856 -2.48684 0.67164  0.00
H 3.17552 0.67267 3.12949  0.00
H 2.06970 1.90010 2.41362  0.00
H 1.39474 0.53677 3.35039  0.00
O -2.15756 -1.45601 1.73284  0.01
C -1.84451 -0.37560 2.25737  0.00
O -1.01989 0.52123 1.77568  0.00
C -2.41801 0.05781 3.58617  0.11
C -2.04407 1.30932 4.13479  -0.07
C -2.56551 1.72605 5.35311  0.12
C -3.49179 0.91027 6.02947  -0.08
C -3.84101 -0.36045 5.50990  0.13
C -3.30574 -0.76820 4.29418  -0.07
N -4.16799 1.42049 7.17482  0.40
O -3.88007 2.57634 7.56659  0.72
O -5.02911 0.70687 7.73722  0.70
H -1.35050 1.95255 3.60051  -0.01
H -2.28938 2.68765 5.78535  0.01
H -4.53933 -0.97835 6.06651  0.01
H -3.57872 -1.73924 3.87359  0.00



No. 2
C18H29MnN2O3P2 as an isolated structure, computed with ωB97M-V/def2-TZVPD.

Spin multiplicity: 4
LUMO level (alpha / beta): -0.154 / -0.171 hartree
Net charge: +1
E_HOMO (alpha / beta): -9.88 / -9.89 eV

Last column: Mulliken spin population.
CARTESIAN COORDINATES (ANGSTROEM)
C 2.93764 -1.99420 -2.43233  -0.01
C 2.23315 -1.02937 -1.65390  -0.02
N 1.13317 -1.45266 -0.91961  -0.01
C 0.77421 -2.76048 -0.89309  0.01
C 1.43012 -3.72300 -1.66663  0.00
C 2.52602 -3.31698 -2.44863  0.00
C 2.57205 0.36028 -1.65024  0.03
P 1.77647 1.40876 -0.44846  -0.04
Mn 0.02744 0.02500 0.21730  2.35
P -1.39100 -1.74778 0.60261  -0.08
C -0.30127 -3.17294 0.09944  0.01
C -0.97524 1.40852 1.40439  0.00
C -0.50155 1.82299 2.68029  -0.04
C -1.11904 2.68163 3.53124  0.13
C -2.33114 3.24005 3.13985  -0.03
C -2.87316 2.89748 1.90328  0.09
C -2.20999 1.99382 1.05897  0.01
O 0.60504 0.67588 -3.79216  0.00
O -1.48615 -0.93833 -3.18121  0.00
H 3.80299 -1.66694 -3.01619  0.00
H 1.10573 -4.76776 -1.63031  0.00
H 3.06634 -4.04845 -3.05734  0.00
C 2.95938 1.93293 0.86483  0.01
C 1.35739 3.00486 -1.27094  0.02
H -0.88603 -4.02943 -0.27404  0.00
H 0.20180 -3.50190 1.02925  0.00
H 1.30660 0.60270 -3.07798  0.00
H 3.51608 0.65779 -2.12163  0.00
C -1.92012 -2.12864 2.31804  0.01
C -2.90747 -1.92905 -0.41332  0.00
H 0.62701 1.48019 2.97038  0.14
H -0.66789 2.92305 4.49668  0.01
H -2.84507 3.94504 3.80538  0.00
H -3.82840 3.33459 1.57957  0.01
H -2.66692 1.74963 0.09272  0.00
H -0.71157 0.81058 -0.74652  0.03
H -2.16995 -0.30504 -3.45826  0.00
H -0.64738 -0.46192 -3.44059  0.00
H 1.08684 0.45928 -4.60867  0.00
H -0.68604 0.03267 -1.13545  -0.03
H 3.82097 2.46809 0.43031  0.00
H 2.43896 2.59245 1.58029  0.00
H 3.31235 1.03490 1.39485  0.00
H 2.27069 3.53988 -1.58187  0.00
H 0.74721 2.78459 -2.16095  0.00
H 0.78153 3.63518 -0.57248  0.00
H -3.39586 -2.90442 -0.24536  0.00
H -3.60856 -1.11780 -0.15213  0.00
H -2.60292 -1.82055 -1.46852  0.00
H -2.44954 -3.09540 2.38487  0.00
H -1.03238 -2.13925 2.96939  0.00
H -2.58458 -1.31841 2.65840  0.00
O 0.20400 0.92417 4.67854  0.12
C 0.08675 0.61034 3.52196  -0.07
N 0.09128 0.33337 2.10598  0.37



No. 3
C18H29N2O4P2S2Zr as an isolated structure, computed with ωB97M-V/def2-TZVPD.

Spin multiplicity: 1
LUMO level (alpha / beta): -0.157 / -0.157 hartree
Net charge: +1
E_HOMO (alpha / beta): -8.01 / -8.01 eV

Last column: Mulliken charge in e.
CARTESIAN COORDINATES (ANGSTROEM)
C 0.96713 -0.90278 -4.31611  -0.76
C 0.94991 -0.62179 -2.95771  0.51
N -0.16637 -0.70588 -2.14627  0.26
C -1.32758 -0.93995 -2.83531  0.72
C -1.33711 -1.22183 -4.19033  -0.86
C -0.19124 -1.21794 -4.95162  -0.62
C 2.30000 -0.41106 -2.38229  -1.32
P 2.36258 -0.37503 -0.43679  0.88
Zr -0.27219 -0.67038 0.31528  -0.36
P -2.72024 -0.06549 -0.46303  0.85
C -2.62759 -0.99340 -2.06751  -1.30
O 2.39199 4.99518 -4.72997  -0.63
O -1.57008 2.78115 -2.76775  -0.75
H 1.91841 -0.82533 -4.82951  0.49
H -2.29964 -1.48597 -4.59885  0.50
H -0.19498 -1.41189 -5.99313  0.49
C 3.37842 -1.88183 -0.16746  -1.20
C 3.55953 0.96185 -0.14886  -1.32
H -3.48578 -0.61706 -2.64734  0.47
H -2.94993 -2.02180 -1.81165  0.41
H 2.70873 0.51738 -2.65319  0.54
H 3.02895 -1.15066 -2.70994  0.56
C -3.87210 -0.99797 0.52582  -1.11
C -3.47938 1.46524 -0.93574  -1.05
H 0.87782 3.40945 -0.53398  -0.23
H -1.34757 3.52311 -1.99759  0.35
H 3.00802 4.47797 -4.16828  0.31
H 2.20929 4.29275 -5.38931  0.31
H -0.55208 -2.15208 0.58288  0.19
H -2.17774 3.17731 -3.57637  0.33
H 4.43503 -1.70171 -0.43855  0.42
H 3.19802 -2.14767 0.89401  0.33
H 3.00436 -2.71710 -0.77717  0.37
H 4.55895 0.70482 -0.53845  0.45
H 3.16999 1.87201 -0.62368  0.35
H 3.54473 1.06117 0.94803  0.30
H -4.38270 1.23384 -1.52557  0.52
H -3.77184 2.03223 -0.04446  0.44
H -2.76925 2.07747 -1.53826  0.09
H -4.88558 -0.68677 0.28313  0.41
H -3.78484 -2.05831 0.29649  0.41
H -3.69303 -0.85270 1.59206  0.30
O 2.92493 0.20628 3.15595  -0.62
S 1.83352 -0.74004 3.22674  0.98
O 2.03056 -2.11030 2.79580  -0.63
N 0.58262 -0.18445 2.28535  -0.13
C -0.47560 0.38723 2.98149  0.84
S -1.67366 1.15172 2.01672  -0.29
C -0.39789 0.04193 4.37066  0.11
C -1.41703 0.07318 5.34779  -0.58
C -1.15105 -0.51113 6.58764  -0.60
C 0.08832 -1.11950 6.85294  -0.52
C 1.08857 -1.18294 5.88000  -0.68
C 0.82261 -0.59864 4.65653  0.38
H -2.37083 0.54999 5.08607  0.44
H -1.92319 -0.48416 7.35711  0.39
H 0.27365 -1.56793 7.82064  0.42
H 2.05146 -1.65979 6.03290  0.46



Record order is preserved below.
M: 623.60 438.33 554.75 u